Entry from the OMol25 dataset: 10 unconnected molecules or ions with the total composition C30H67BF14I3N18O11S in a non-equilibrium geometry (ωB97M-V with the def2-TZVPD basis set).

Geometry as ORCA input:
```
! wB97M-V def2-TZVPD RIJCOSX def2/J DEFGRID3
* xyz -1 1
C 0.9474 -1.4763 -5.4292
C -0.2509 -1.4255 -4.4695
C -0.6467 -2.8217 -3.9721
I 0.9006 -3.5794 -2.6333
B -2.1903 -2.7626 -3.2997
C -3.1710 -3.5052 -4.4174
C -3.4300 -4.9771 -4.1418
C -2.2020 -5.8555 -4.2833
I -1.6339 -6.1544 -6.3328
O -2.2631 -3.3688 -1.9537
C -2.7239 -2.4760 -0.9738
C -1.5119 -2.3452 -0.0422
C -3.9109 -3.1095 -0.2563
C -3.6080 -4.4867 0.3628
C -3.4618 -4.4659 1.8702
F -3.0644 -3.2779 2.3841
F -4.7268 -4.6573 2.4051
C -2.6527 -5.6292 2.5151
F -2.7077 -5.4592 3.8639
F -3.3321 -6.7749 2.2426
C -1.1703 -5.7572 2.1164
F -1.0075 -6.1376 0.8309
F -0.6613 -4.4926 2.2107
C -0.2094 -6.5753 3.0505
F -0.0942 -5.9841 4.2653
F 1.0123 -6.4969 2.4624
S -0.6032 -8.4167 3.3385
F 0.2506 -8.4038 4.6753
F -1.8937 -8.0292 4.1461
F -1.4126 -8.5106 1.9789
F 0.6985 -8.8887 2.5638
F -0.9465 -9.9378 3.5967
C -3.0651 -1.1078 -1.7215
C -4.5794 -0.8625 -1.9001
C -4.9206 0.2983 -2.8240
C -5.1783 1.5998 -2.0979
F -5.7610 2.5118 -2.9871
C -2.1976 0.1213 -1.4370
C -2.3097 0.8751 -0.0705
C -3.3883 0.4172 0.8882
I -0.3776 0.9799 0.8977
O -2.6902 -1.4048 -3.0635
H 1.1147 -0.4760 -5.8325
H 1.8496 -1.8011 -4.9235
H 0.7041 -2.1287 -6.2634
H -0.0236 -0.7857 -3.6247
H -1.0853 -1.0264 -5.0396
H -0.5999 -3.4733 -4.8384
H -4.1354 -2.9874 -4.3773
H -2.8053 -3.3585 -5.4356
H -3.8811 -5.1503 -3.1664
H -4.1558 -5.3559 -4.8685
H -2.3699 -6.8361 -3.8609
H -1.3386 -5.4343 -3.7813
H -0.6930 -1.8429 -0.5348
H -1.1719 -3.3578 0.1421
H -1.7389 -1.9020 0.9238
H -4.3659 -2.4640 0.4923
H -4.6754 -3.2812 -1.0077
H -4.4740 -5.1082 0.1641
H -2.7797 -4.9314 -0.1811
H -5.1220 -0.8068 -0.9543
H -4.9252 -1.7640 -2.3927
H -4.1662 0.4628 -3.5848
H -5.8400 0.0565 -3.3550
H -5.8650 1.4737 -1.2650
H -4.2424 2.0597 -1.7924
H -2.4614 0.8380 -2.2085
H -1.1606 -0.1199 -1.6161
H -2.5267 1.9092 -0.3091
H -4.3721 0.6298 0.4834
H -3.2858 -0.6126 1.2022
H -3.3127 1.0210 1.7913
C 3.3845 1.7545 -0.6927
O 2.3410 1.5108 -1.2828
N 4.1779 2.8258 -1.0297
N 3.8495 1.0210 0.3502
H 5.0207 3.0654 -0.5405
H 3.8668 3.4079 -1.7815
H 3.3007 0.2387 0.6529
H 4.6864 1.2544 0.8478
C 3.7058 3.3497 2.9898
O 4.5402 2.6137 2.4848
N 3.0083 3.0133 4.1146
N 3.3958 4.5521 2.4292
H 2.3117 3.6021 4.5267
H 3.2080 2.1286 4.5480
H 3.8809 4.8041 1.5788
H 2.6971 5.1710 2.7946
C 5.1052 6.8684 -0.2813
O 5.0270 5.7615 0.2323
N 3.9564 7.5778 -0.4845
N 6.2756 7.4356 -0.6807
H 3.9047 8.4831 -0.9081
H 3.1135 7.1263 -0.1695
H 7.1287 6.9133 -0.5374
H 6.3265 8.3387 -1.1087
C -3.9344 -8.3828 -1.1996
O -3.5058 -8.3735 -2.3374
N -3.1263 -8.5230 -0.1059
N -5.2717 -8.2527 -0.9200
H -3.4710 -8.5391 0.8326
H -2.1418 -8.6063 -0.2690
H -5.8916 -8.1433 -1.6994
H -5.6470 -8.2533 0.0085
C 9.7441 6.1816 -2.0415
O 8.9331 6.3442 -1.1458
N 10.7411 7.0829 -2.2978
N 9.7186 5.0857 -2.8536
H 11.4184 6.9680 -3.0262
H 10.7850 7.8953 -1.7133
H 8.9990 4.4077 -2.6847
H 10.3740 4.9274 -3.5939
C 0.3053 5.6427 -0.0460
O 0.9026 6.4117 0.6988
N -0.6508 6.0745 -0.9257
N 0.5515 4.3048 -0.0545
H -1.1491 5.4638 -1.5440
H -0.8515 7.0553 -0.9402
H 1.2548 3.9572 0.5746
H 0.0805 3.6548 -0.6551
C 2.5378 2.3378 7.7841
O 2.7862 1.4425 6.9908
N 1.2729 2.7028 8.1206
N 3.5356 3.0581 8.3956
H 1.0465 3.4426 8.7543
H 0.5239 2.2003 7.6845
H 4.4802 2.8185 8.1639
H 3.3628 3.8003 9.0445
C -0.8056 5.9159 8.8308
O -0.4364 4.8123 8.4578
N -0.8785 6.2570 10.1534
N -1.1733 6.8906 7.9512
H -1.1786 7.1555 10.4782
H -0.6191 5.5585 10.8231
H -1.1292 6.6666 6.9746
H -1.4801 7.8023 8.2291
C 1.0852 2.5335 -6.1411
O -0.0973 2.4354 -5.8797
N 1.5354 2.7089 -7.4295
N 2.0663 2.4822 -5.1908
H 2.5029 2.7885 -7.6731
H 0.8435 2.7468 -8.1523
H 1.7831 2.3452 -4.2344
H 3.0414 2.5654 -5.3996
*
```

Computed properties:
* Kohn-Sham gap: 5.74 eV
* max |F|: 0.039 Eh/bohr

Atom charges from the Mulliken analysis, given in e for atoms 1 to 5:
1 C -1.411
2 C 0.326
3 C -0.255
4 I -0.120
5 B -0.038